A 2-piece molecular cluster, C24H23N2O3 overall at a distorted geometry, computed with ωB97M-V/def2-TZVPD.

Each line ends with the Löwdin charge.
Atoms and positions in Å:
1 N 4.808 -4.407 -0.815  -0.241
2 C 5.191 -3.771 0.473  -0.498
3 C 4.518 -2.279 0.583  -0.237
4 C 2.951 -2.544 0.881  -0.264
5 N 2.113 -1.299 0.859  -0.097
6 C 0.947 -1.523 1.754  -0.230
7 C -0.072 -2.662 1.272  -0.077
8 C -1.098 -2.438 0.113  -0.021
9 C -2.123 -3.531 -0.349  -0.085
10 C -2.111 -4.881 0.414  -0.098
11 C -1.094 -5.119 1.557  -0.023
12 C -0.069 -4.052 2.014  -0.187
13 O 0.863 -4.288 3.091  -0.052
14 H 3.847 -4.791 -0.681  -0.121
15 H 4.671 -4.384 1.313  0.065
16 H 6.315 -3.761 0.679  0.060
17 H 4.671 -1.662 -0.365  0.080
18 H 5.048 -1.746 1.458  0.076
19 H 2.500 -3.288 0.131  0.110
20 H 2.911 -2.992 1.940  0.107
21 H 1.836 -1.022 -0.091  0.100
22 H 1.283 -1.775 2.813  0.111
23 H 0.341 -0.536 1.798  0.114
24 H -1.096 -1.417 -0.409  0.074
25 H -2.871 -3.344 -1.201  0.079
26 H -2.851 -5.694 0.129  0.075
27 H -1.154 -6.136 2.090  0.094
28 H 0.350 -4.191 3.930  0.112
29 C -4.546 1.963 0.622  -0.060
30 C -3.938 0.901 -0.042  -0.052
31 C -2.785 1.115 -0.789  0.001
32 C -2.242 2.397 -0.883  -0.081
33 C -2.865 3.465 -0.237  -0.086
34 C -4.013 3.244 0.526  -0.001
35 C -2.328 4.839 -0.369  -0.281
36 O -2.870 5.773 0.197  0.093
37 C -1.128 5.061 -1.207  -0.086
38 C -0.643 6.358 -1.388  -0.002
39 C 0.492 6.574 -2.163  -0.063
40 C 1.152 5.498 -2.752  -0.058
41 C 0.669 4.206 -2.579  0.007
42 C -0.478 3.986 -1.814  -0.082
43 C -1.004 2.611 -1.665  -0.278
44 O -0.430 1.669 -2.183  0.109
45 H -5.441 1.794 1.212  0.105
46 H -4.362 -0.096 0.024  0.108
47 H -2.313 0.283 -1.300  0.105
48 H -4.494 4.069 1.041  0.119
49 H -1.150 7.201 -0.930  0.118
50 H 0.864 7.584 -2.307  0.104
51 H 2.041 5.667 -3.350  0.107
52 H 1.184 3.371 -3.044  0.124

## Properties
**Frontier orbital gap**: 1.46 eV
**HOMO**: -1.07 eV
**Net charge**: -1


A 2-piece molecular cluster, C2HBr2N3 overall at a distorted geometry, computed with ωB97M-V/def2-TZVPD.

Each line ends with the Löwdin charge.
Atoms and positions in Å:
1 C 4.732 -2.457 -0.212  -0.354
2 C 3.896 0.369 0.080  -0.567
3 N 4.001 -3.295 0.053  0.138
4 N 5.427 -1.359 -0.432  0.027
5 N 4.719 -0.347 -0.383  -0.068
6 Br -1.525 -0.298 -1.034  0.310
7 Br 2.828 1.760 -0.276  0.822
8 H -1.759 0.517 0.082  -0.308

## Properties
**Frontier orbital gap (alpha / beta)**: 8.24 / 8.24 eV
**HOMO (alpha / beta)**: -9.41 / -9.41 eV
**Energy above the lowest of the compared OMol25 structures with the same formula, charge and spin**: 81.6 kcal per mole


A 2-piece molecular cluster, C4H12 overall, computed with ωB97M-V/def2-TZVPD.

Each line ends with the Löwdin charge.
Atoms and positions in Å:
1 C 1.942 -0.910 -0.550  -0.169
2 C 2.437 0.269 0.283  -0.172
3 H 2.020 -0.680 -1.613  0.067
4 H 2.523 -1.809 -0.340  0.063
5 H 0.906 -1.135 -0.317  0.029
6 H 2.586 0.011 1.330  0.060
7 H 1.748 1.108 0.209  0.056
8 H 3.406 0.614 -0.084  0.060
9 C -2.656 0.676 0.629  -0.161
10 C -1.722 -0.023 -0.388  -0.158
11 H -2.069 1.229 1.362  0.056
12 H -3.382 1.338 0.164  0.056
13 H -3.186 -0.074 1.222  0.058
14 H -0.754 -0.055 0.091  0.027
15 H -1.778 0.483 -1.350  0.064
16 H -2.020 -1.043 -0.645  0.064

## Properties
**SMILES**: CC.CC
**Frontier orbital gap**: 12.76 eV
**HOMO**: -11.61 eV
**Energy above the lowest of the compared OMol25 structures with the same formula, charge and spin**: 5.3 kcal per mole